A 2-piece molecular cluster, C9H19BN3O5P overall, computed with ωB97M-V with the def2-TZVPD basis set.

Values from the calculation:
- Net charge: 0
- M: 291.1 g mol⁻¹
- E_tot: -34319.3160 eV
- Lowest unoccupied orbital energy: 0.1766 eV

Each line ends with the Löwdin charge.
CARTESIAN COORDINATES (ANGSTROEM)
H (5.117, 0.610, -3.482)  0.064
N (4.844, 1.302, -2.782)  0.156
C (4.677, 0.762, -1.645)  -0.404
C (4.801, -0.703, -1.328)  -0.022
C (4.254, 1.666, -0.509)  -0.154
O (2.891, 1.317, -0.188)  -0.190
P (1.764, 2.425, -0.517)  0.363
O (1.865, 3.689, 0.192)  -0.205
O (1.840, 2.591, -2.095)  -0.068
O (0.471, 1.583, -0.241)  0.060
B (0.343, 0.210, -0.016)  -0.748
O (0.740, -0.281, 1.211)  0.188
N (-0.346, -0.575, -1.021)  -0.090
C (-1.796, -0.420, -0.847)  -0.061
C (0.044, -1.982, -1.009)  -0.081
H (5.261, -0.860, -0.352)  0.086
H (3.807, -1.156, -1.298)  0.079
H (5.386, -1.217, -2.090)  0.082
H (4.325, 2.712, -0.804)  0.125
H (4.855, 1.496, 0.385)  0.132
H (2.463, 2.017, -2.559)  0.069
H (1.604, -0.681, 1.280)  0.104
H (-2.331, -0.709, -1.755)  0.094
H (-2.038, 0.623, -0.636)  0.093
H (-2.158, -1.026, -0.005)  0.075
H (-0.520, -2.572, -0.274)  0.089
H (1.105, -2.084, -0.772)  0.077
H (-0.112, -2.425, -1.995)  0.090
C (-5.695, 0.496, 2.583)  -0.110
C (-6.437, -0.670, 2.916)  -0.113
C (-5.624, -1.749, 2.690)  -0.145
N (-4.423, -1.279, 2.234)  -0.001
C (-4.457, 0.087, 2.166)  -0.145
H (-6.032, 1.518, 2.645)  0.090
H (-7.450, -0.711, 3.281)  0.089
H (-5.799, -2.804, 2.817)  0.103
H (-3.635, -1.849, 1.989)  0.133
H (-3.602, 0.650, 1.833)  0.101

Cartesian forces, eV/Å:
-0.02 0.02 0.02
-0.06 -0.12 0.03
0.11 0.17 0.02
0.03 -0.05 -0.07
-0.13 -0.09 0.01
-0.03 0.11 0.06
0.04 -0.14 -0.15
0.00 0.02 0.05
-0.03 0.07 0.04
-0.12 0.01 0.03
-0.10 0.18 -0.02
0.09 -0.12 -0.35
0.15 -0.21 0.87
0.00 0.27 -0.41
-0.12 -0.11 -0.15
0.01 0.01 -0.03
0.01 0.04 0.03
-0.03 0.00 0.02
0.06 -0.03 -0.02
-0.02 0.01 -0.02
0.03 0.01 0.00
0.18 -0.01 0.16
-0.02 -0.06 0.07
-0.01 -0.01 -0.10
-0.03 -0.03 -0.08
0.04 0.03 0.01
-0.01 0.01 -0.06
-0.06 0.01 0.04
-0.01 -0.01 -0.01
0.00 0.00 0.00
0.00 0.00 0.00
0.00 0.00 -0.02
0.02 0.01 0.00
0.00 0.00 0.00
0.00 0.00 0.00
0.00 0.00 0.00
0.00 0.00 0.02
0.00 0.00 0.01

C23H18BrF2IrN3O4 as an isolated structure, computed with ωB97M-V with the def2-TZVPD basis set.

Values from the calculation:
- Net charge: 0
- 2S+1: 6
- M: 710.5 g mol⁻¹
- E_tot: -115115.6767 eV
- Relative energy (zero: lowest compared OMol25 entry of this formula, charge and spin): 0.00 kcal per mole
- Lowest unoccupied orbital energy (spin up / spin down): 0.0707 / -1.7093 eV

Each line ends with the Mulliken spin population.
CARTESIAN COORDINATES (ANGSTROEM)
Ir (-0.045, -0.588, 0.396)  3.035
O (-1.761, -2.683, 1.037)  0.042
C (-3.098, -2.329, 0.957)  0.190
C (-4.081, -3.206, 0.565)  -0.101
C (-5.411, -2.791, 0.507)  0.231
C (-5.740, -1.483, 0.847)  -0.114
C (-4.760, -0.611, 1.262)  0.166
C (-3.397, -0.995, 1.367)  -0.125
C (-2.499, -0.070, 1.924)  0.614
N (-1.125, -0.181, 2.070)  0.343
C (-0.567, 0.676, 3.108)  -0.031
C (0.920, 0.880, 2.836)  0.043
N (1.029, 1.106, 1.410)  0.152
C (1.491, 2.168, 0.883)  -0.058
C (1.401, 2.474, -0.524)  -0.003
C (2.268, 3.451, -1.041)  -0.009
C (2.233, 3.818, -2.364)  0.019
C (1.281, 3.223, -3.200)  -0.006
C (0.390, 2.293, -2.720)  0.035
C (0.416, 1.882, -1.367)  0.029
O (-0.479, 1.018, -0.970)  0.225
H (-3.836, -4.217, 0.269)  -0.003
H (-6.172, -3.487, 0.184)  0.019
H (-6.766, -1.145, 0.781)  -0.005
H (-5.018, 0.405, 1.531)  0.007
H (-2.934, 0.849, 2.312)  0.037
H (-0.706, 0.228, 4.098)  0.014
H (-1.082, 1.647, 3.111)  0.013
H (1.460, -0.036, 3.074)  -0.011
H (1.338, 1.705, 3.420)  0.001
H (1.999, 2.896, 1.523)  0.010
H (2.987, 3.906, -0.367)  -0.001
H (2.916, 4.561, -2.751)  0.001
H (1.239, 3.503, -4.246)  0.000
H (-0.347, 1.831, -3.363)  0.000
Br (4.195, -0.471, 1.883)  0.003
C (3.784, -0.235, 0.047)  0.015
C (4.709, 0.406, -0.763)  0.005
C (4.406, 0.526, -2.110)  -0.001
C (3.230, -0.021, -2.593)  0.003
C (2.376, -0.626, -1.687)  0.020
N (2.633, -0.701, -0.380)  0.047
C (1.105, -1.307, -2.168)  -0.002
O (0.915, -1.456, -3.349)  0.031
O (0.304, -1.730, -1.216)  0.115
H (5.631, 0.785, -0.348)  0.001
H (5.094, 1.033, -2.775)  0.000
H (2.951, 0.005, -3.636)  0.000
F (-0.098, -4.051, 1.137)  0.002
C (-1.381, -3.955, 0.739)  -0.004
F (-1.423, -4.184, -0.590)  0.002
H (-1.977, -4.714, 1.252)  0.002

Cartesian forces, eV/Å:
0.28 0.30 -0.40
0.03 0.14 -0.10
-0.16 0.19 0.16
-0.08 -0.03 -0.13
0.01 -0.06 0.01
-0.01 0.05 -0.02
-0.04 -0.02 -0.03
0.04 -0.09 0.07
-0.11 -0.23 0.12
0.05 0.14 0.16
0.03 0.02 -0.08
0.00 0.03 -0.03
-0.06 -0.25 0.15
0.05 -0.07 -0.12
-0.04 0.01 -0.03
0.04 -0.01 -0.05
0.06 0.03 0.05
-0.06 -0.04 -0.02
0.05 0.02 0.01
0.05 0.07 0.04
0.13 -0.02 0.07
0.01 0.06 -0.04
0.01 0.01 -0.01
0.01 -0.01 0.01
-0.01 -0.01 0.02
-0.01 0.00 -0.06
-0.02 0.00 -0.01
0.02 0.01 -0.04
0.05 0.00 0.02
-0.03 0.02 0.02
-0.05 0.05 0.03
0.00 0.01 -0.01
0.00 0.00 0.01
-0.01 -0.01 0.01
-0.01 0.00 0.01
-0.05 0.04 0.05
0.01 0.22 -0.06
0.01 -0.04 0.02
-0.01 0.03 -0.01
-0.01 -0.01 0.03
-0.01 -0.14 -0.07
-0.17 -0.09 0.01
-0.12 0.07 -0.03
0.04 -0.01 0.06
0.01 -0.03 0.10
0.00 -0.01 0.00
0.00 -0.01 0.00
0.00 0.01 0.01
0.01 -0.05 -0.07
0.09 -0.23 0.11
-0.03 -0.02 0.06
0.01 0.01 -0.01

C27H20AsF5N5O5PS6Zr as an isolated structure, computed with ωB97M-V with the def2-TZVPD basis set.

Values from the calculation:
- Net charge: -2
- M: 979.0 g mol⁻¹
- E_tot: -196028.2026 eV
- Relative energy (zero: lowest compared OMol25 entry of this formula, charge and spin): 5.43 kcal per mole
- Lowest unoccupied orbital energy: 3.5010 eV

Each line ends with the Löwdin charge.
CARTESIAN COORDINATES (ANGSTROEM)
Zr (2.114, -0.297, 0.156)  1.229
N (0.239, -0.553, 4.251)  0.042
C (0.582, -1.133, 3.103)  -0.188
N (1.112, -0.224, 2.316)  -0.023
C (1.093, 0.909, 3.069)  -0.341
N (0.556, 0.763, 4.253)  0.143
C (1.754, 2.098, 2.548)  -0.211
C (1.840, 3.302, 3.222)  -0.059
N (2.530, 4.325, 2.728)  0.100
C (3.118, 4.126, 1.556)  -0.089
C (3.028, 2.923, 0.867)  -0.102
N (2.346, 1.903, 1.373)  0.027
H (-0.153, -0.979, 5.072)  0.153
H (0.469, -2.178, 2.880)  0.075
H (1.349, 3.429, 4.178)  0.113
H (3.677, 4.946, 1.124)  0.111
H (3.496, 2.792, -0.097)  0.095
O (0.214, -1.941, -3.191)  0.049
C (0.589, -2.134, -2.050)  -0.677
O (1.482, -1.436, -1.427)  -0.282
C (0.003, -3.264, -1.217)  -0.246
P (-0.896, -2.593, 0.245)  1.077
C (-2.485, -2.012, -0.440)  -0.378
C (-3.431, -1.523, 0.463)  -0.115
C (-4.642, -1.018, 0.021)  -0.095
C (-4.915, -0.968, -1.340)  -0.100
C (-3.973, -1.426, -2.246)  -0.080
C (-2.763, -1.950, -1.804)  -0.067
C (-1.371, -4.185, 1.032)  -0.359
C (-2.614, -4.798, 0.901)  -0.087
C (-2.877, -6.002, 1.542)  -0.098
C (-1.898, -6.612, 2.313)  -0.108
C (-0.653, -6.013, 2.444)  -0.089
C (-0.393, -4.805, 1.815)  -0.112
H (0.831, -3.828, -0.777)  0.077
H (-0.621, -3.921, -1.820)  0.095
H (-3.211, -1.536, 1.526)  0.104
H (-5.365, -0.644, 0.735)  0.097
H (-5.853, -0.555, -1.692)  0.095
H (-4.169, -1.369, -3.310)  0.102
H (-2.030, -2.278, -2.529)  0.089
H (-3.383, -4.333, 0.298)  0.098
H (-3.849, -6.467, 1.431)  0.096
H (-2.105, -7.553, 2.808)  0.093
H (0.121, -6.484, 3.038)  0.102
H (0.588, -4.348, 1.915)  0.059
S (4.335, -0.315, 3.474)  -0.144
As (4.681, -1.427, 1.704)  -0.508
S (4.543, 0.012, -0.057)  0.039
S (2.817, -2.523, 1.186)  -0.003
S (6.359, -2.654, 1.521)  -0.171
C (-0.277, 1.337, -2.679)  -0.094
S (0.452, 1.691, -1.123)  0.442
O (0.054, 2.995, -0.686)  -0.260
O (1.896, 1.469, -1.306)  -0.450
O (0.068, 0.595, -0.168)  -0.467
H (0.133, 2.051, -3.393)  0.054
H (-1.355, 1.453, -2.579)  0.078
H (-0.008, 0.322, -2.965)  0.049
F (-0.773, 6.808, -0.866)  0.081
C (-0.120, 6.142, -1.838)  -0.172
C (-0.746, 5.813, -3.025)  -0.161
F (-2.028, 6.187, -3.225)  0.077
C (-0.067, 5.110, -4.000)  -0.271
F (-0.749, 4.849, -5.132)  0.038
C (1.265, 4.673, -3.868)  -0.691
S (2.094, 3.819, -5.114)  0.424
C (1.846, 5.016, -2.633)  -0.270
F (3.112, 4.659, -2.356)  0.052
C (1.186, 5.733, -1.657)  -0.176
F (1.802, 6.029, -0.496)  0.083

Cartesian forces, eV/Å:
-0.21 -0.32 0.26
-0.08 0.00 0.03
0.10 0.06 -0.03
-0.09 -0.05 0.10
-0.04 0.00 -0.04
0.09 -0.03 -0.02
-0.01 -0.04 0.08
0.03 0.05 -0.03
-0.05 -0.01 0.07
0.01 0.00 -0.07
0.01 0.06 -0.01
0.09 0.15 -0.18
0.00 -0.01 -0.01
0.00 -0.02 -0.01
0.00 0.00 0.00
-0.02 0.01 0.03
-0.01 -0.06 0.02
0.05 0.00 0.02
-0.11 -0.23 -0.08
0.13 0.35 0.03
-0.02 0.00 0.10
0.08 0.04 0.12
-0.01 0.01 -0.05
0.01 0.00 -0.02
0.00 0.00 0.02
-0.02 0.01 0.00
0.03 -0.01 -0.03
-0.04 0.00 0.05
0.01 0.00 -0.06
-0.01 -0.03 0.03
-0.01 0.02 -0.01
0.00 -0.02 0.02
0.00 -0.01 0.00
-0.02 -0.01 -0.01
0.00 0.00 -0.05
0.03 0.01 -0.04
0.01 0.00 0.00
0.00 0.00 0.00
0.00 0.00 0.00
0.00 0.00 0.00
0.01 0.00 -0.02
0.00 0.01 -0.01
0.00 0.00 0.00
0.01 0.00 0.00
0.00 0.00 0.00
0.02 0.01 -0.01
0.01 -0.03 -0.04
0.16 0.23 0.08
0.01 -0.01 0.02
-0.22 -0.30 -0.10
-0.01 0.00 0.00
-0.11 0.03 0.09
-0.59 0.06 -0.37
0.00 -0.01 0.02
0.93 -0.03 -0.15
-0.17 0.03 0.23
0.04 0.07 -0.03
-0.01 0.01 -0.02
0.02 -0.01 0.00
-0.04 0.04 0.01
0.00 -0.07 -0.04
0.03 0.00 -0.01
-0.01 0.02 0.02
0.05 -0.05 0.04
0.00 0.00 0.01
-0.06 0.10 0.05
-0.02 -0.06 0.02
-0.07 0.05 -0.10
0.01 -0.02 -0.02
0.01 0.00 0.03
0.04 -0.01 0.03